Computed, not measured: AlHO as an isolated structure, with ωB97M-V/def2-TZVPD.

Output
* HOMO energy: -24.08 eV
* strongest force on any atom: 0.9 eV/Å
* total charge: +2
* relative energy (zero: lowest compared OMol25 entry of this formula, charge and spin): 115.8 kJ/mol

Structure (XYZ):
```
3
Properties=species:S:1:pos:R:3:forces:R:3:mulliken_charge:R:1
Al -1.576 0.782 -1.257 0.65 -0.39 0.52 1.541
O 0.562 0.031 0.464 -0.31 0.54 -0.23 -0.008
H 1.014 -0.813 0.793 -0.34 -0.15 -0.29 0.467
```
Forces are in eV/Å.